{"formula": "C2H3BrClN", "method": "ωB97M-V/def2-TZVPD", "fmax_ev_per_a": 2.151, "relative_energy_kcal_mol": 74.7, "homo_ev": -8.92, "symbols": ["C", "C", "N", "Cl", "Br", "H", "H", "H"], "xyz": [[0.202, -1.148, 0.892], [-0.035, 2.611, -0.747], [-0.417, -0.917, -0.176], [-1.168, 1.706, -1.466], [1.739, 1.968, -1.068], [0.318, -0.293, 1.548], [0.246, -2.111, 1.393], [-0.884, -1.816, -0.376]], "forces_ev_per_angstrom": [[-1.2, 0.7, 1.7], [1.1, 1.1, 0.9], [-1.0, -1.2, -0.2], [-1.0, -0.8, -0.9], [-0.2, -0.1, -0.1], [1.4, 0.3, -0.1], [0.2, -0.3, -0.1], [0.6, 0.2, -1.1]]}

***

{"formula": "C2H3BrF2", "method": "ωB97M-V/def2-TZVPD", "fmax_ev_per_a": 2.247, "relative_energy_kcal_mol": 82.4, "homo_ev": [-8.49, -8.73], "symbols": ["C", "C", "F", "F", "Br", "H", "H", "H"], "xyz": [[0.065, 0.585, 1.172], [-0.148, -0.485, -1.167], [-1.045, 0.240, -1.823], [1.056, -0.397, -1.716], [0.789, -0.612, 2.372], [0.724, 1.361, 0.821], [-0.981, 0.806, 1.273], [-0.460, -1.499, -0.932]], "forces_ev_per_angstrom": [[-0.3, -0.4, -2.2], [0.2, 0.8, 2.0], [0.2, -0.1, -0.1], [-0.2, 0.0, -0.1], [0.2, -0.3, 0.3], [0.1, 0.1, 0.1], [-0.1, 0.0, 0.2], [0.0, 0.0, -0.2]]}

***

{"formula": "C2H3BrN", "method": "ωB97M-V/def2-TZVPD", "fmax_ev_per_a": 4.769, "relative_energy_kcal_mol": 159.1, "charge": 1, "homo_ev": [-12.71, -13.95], "symbols": ["C", "C", "N", "Br", "H", "H", "H"], "xyz": [[-0.020, 0.862, 0.069], [2.136, -0.477, -0.277], [-1.240, 0.004, 0.054], [3.695, 0.326, -0.057], [-2.008, 0.541, -0.237], [-1.308, -0.310, 1.023], [-1.254, -0.946, -0.575]], "forces_ev_per_angstrom": [[1.4, 0.2, -0.7], [-0.7, 0.4, 0.2], [2.0, -4.3, -0.7], [-0.5, -0.1, 0.0], [-1.7, 1.2, -0.4], [-0.8, -0.2, 0.2], [0.3, 2.7, 1.5]]}

***

{"formula": "C2H3BrN2O2S", "method": "ωB97M-V/def2-TZVPD", "fmax_ev_per_a": 4.605, "relative_energy_kcal_mol": 77.8, "homo_ev": -9.46, "symbols": ["C", "C", "N", "N", "O", "O", "S", "Br", "H", "H", "H"], "xyz": [[1.817, 0.277, -0.233], [-1.124, 0.927, 0.170], [1.284, 1.225, -0.553], [2.051, -0.839, 0.369], [-1.043, -1.643, 0.952], [-0.762, -1.228, -1.443], [-0.556, -0.824, -0.133], [-2.931, 0.535, 0.169], [-0.660, 1.340, 1.138], [-0.684, 1.764, -0.373], [2.608, -1.535, -0.064]], "forces_ev_per_angstrom": [[1.3, -2.0, 0.8], [2.6, 1.4, 2.2], [-0.5, 4.2, -1.7], [-2.1, -0.4, 1.1], [0.9, 0.9, -0.8], [0.3, -0.3, -2.8], [0.6, -1.5, 4.2], [-1.7, 0.8, 0.0], [-1.1, -1.7, -0.6], [-0.7, -0.8, -1.5], [0.4, -0.6, -0.8]]}

***

{"formula": "C2H3BrN2S", "method": "ωB97M-V/def2-TZVPD", "fmax_ev_per_a": 5.127, "relative_energy_kcal_mol": 21.5, "homo_ev": -8.77, "smiles": "Br[C@@H]1N=CSN1", "symbols": ["C", "C", "N", "N", "S", "Br", "H", "H", "H"], "xyz": [[-1.216, -0.124, -0.804], [0.246, 0.277, 0.763], [-1.159, 0.104, 0.415], [0.984, 0.417, -0.349], [0.221, -0.113, -1.768], [0.691, -1.628, 2.053], [-2.133, -0.490, -1.451], [0.421, 1.081, 1.422], [1.945, 0.476, -0.281]], "forces_ev_per_angstrom": [[-2.5, -1.9, -4.1], [-2.3, -0.5, 0.3], [1.5, 0.4, 1.9], [-1.0, -0.4, -1.1], [0.3, -0.1, 0.5], [-0.1, 1.1, -0.8], [1.5, 1.1, 1.8], [0.3, 0.1, 1.6], [2.2, 0.2, 0.0]]}

***

{"formula": "C2H3BrN4", "method": "ωB97M-V/def2-TZVPD", "fmax_ev_per_a": 4.974, "relative_energy_kcal_mol": 31.9, "homo_ev": -10.01, "smiles": "N=C=NBr.N=C=N", "symbols": ["C", "C", "N", "N", "N", "N", "Br", "H", "H", "H"], "xyz": [[0.604, -1.456, -1.011], [-0.682, 1.309, 0.764], [0.379, -1.043, -2.115], [0.015, 1.982, -0.016], [-1.586, 0.837, 1.387], [1.214, -1.832, -0.027], [1.520, -1.029, 1.567], [0.688, 1.652, -0.594], [-1.490, 0.562, 2.439], [-0.662, -0.982, -2.394]], "forces_ev_per_angstrom": [[1.7, 0.5, 2.1], [2.3, 2.2, -2.8], [-3.5, 0.8, -2.4], [-3.4, 0.3, 3.6], [-1.2, -1.8, 3.9], [-0.4, -1.4, 0.0], [0.0, 0.3, 0.1], [2.4, -1.5, -2.0], [-0.1, 0.8, -2.8], [2.2, -0.3, 0.4]]}

***

{"formula": "C2H3BrO2", "method": "ωB97M-V/def2-TZVPD", "fmax_ev_per_a": 2.110, "relative_energy_kcal_mol": 27.4, "homo_ev": -10.78, "smiles": "O=COCBr", "symbols": ["C", "C", "O", "O", "Br", "H", "H", "H"], "xyz": [[-1.422, 0.233, -0.359], [1.206, 0.305, -0.036], [-0.107, -0.127, -0.472], [-2.086, 1.075, 0.185], [2.096, 1.325, -1.419], [-1.888, -0.569, -0.974], [1.129, 0.961, 0.840], [1.784, -0.588, 0.173]], "forces_ev_per_angstrom": [[-1.2, -0.5, -0.5], [-1.7, 0.9, 0.6], [1.0, 0.0, 0.1], [2.1, -0.4, -0.1], [-0.1, -0.2, 0.1], [-0.1, 0.4, 0.2], [0.1, -0.3, -0.3], [-0.1, 0.0, -0.2]]}

***

{"formula": "C2H3BrO2", "method": "ωB97M-V/def2-TZVPD", "fmax_ev_per_a": 5.820, "relative_energy_kcal_mol": 71.0, "homo_ev": -10.74, "smiles": "O[C@@]1(Br)CO1", "symbols": ["C", "C", "O", "O", "Br", "H", "H", "H"], "xyz": [[0.765, 0.103, 0.356], [-0.205, -0.962, 0.326], [-0.345, -0.002, 1.298], [-1.504, -0.919, -0.826], [0.061, -2.772, 0.837], [1.738, 0.152, 0.734], [0.529, 0.891, -0.379], [-1.061, -1.259, -1.560]], "forces_ev_per_angstrom": [[-2.1, 1.8, -1.7], [-3.3, 0.0, -1.4], [0.1, -1.0, -0.7], [2.5, 1.1, 5.1], [0.0, 0.3, -0.1], [1.3, -0.7, 0.7], [0.4, -0.3, 0.3], [1.1, -1.0, -2.2]]}